Formula: C19H33AuNO5PSi
Source: OMol25
Level of theory: ωB97M-V/def2-TZVPD

The expectation value of S² is 2.007. As for the multiplicity: 3. For the HOMO energy (alpha / beta), the calculation gives -7.57 / -9.39 eV. The net charge is 0. The HOMO-LUMO gap (alpha / beta) comes out at 7.41 / 7.37 eV. The total energy comes out at -52825.9579 eV. The energy above the lowest of the compared OMol25 structures with the same formula, charge and spin comes out at 0.0 kJ/mol. The LUMO energy (alpha / beta) is -0.0056 / -0.0745 Eh.

Each line ends with the Mulliken spin population.
Geometry (Å):
Au -0.652 0.131 0.221  0.678
O -0.681 0.478 4.477  0.028
C -0.846 0.352 3.278  0.000
O -0.112 0.850 2.343  0.173
C -2.058 -0.444 2.802  -0.007
C -3.038 -0.940 3.644  0.010
C -4.128 -1.592 3.083  -0.004
C -4.233 -1.714 1.702  0.007
C -3.217 -1.203 0.919  0.001
N -2.170 -0.616 1.491  0.138
C -3.235 -1.177 -0.605  0.015
O -4.206 -1.611 -1.190  0.023
O -2.191 -0.636 -1.153  0.113
H -2.920 -0.796 4.708  0.003
H -4.907 -1.988 3.721  -0.001
H -5.078 -2.179 1.214  0.003
C -1.832 1.672 -3.430  -0.003
P -1.794 2.629 -1.911  0.005
C -3.463 2.562 -1.247  -0.001
C -1.519 4.340 -2.385  0.004
O -0.749 2.179 -0.926  0.026
H -2.607 2.046 -4.100  0.000
H -2.049 0.639 -3.153  0.000
H -0.865 1.724 -3.929  0.000
H -4.175 3.016 -1.937  0.000
H -3.492 3.098 -0.297  0.000
H -3.742 1.522 -1.087  -0.001
H -2.271 4.672 -3.101  0.001
H -0.530 4.432 -2.832  0.000
H -1.560 4.973 -1.498  0.000
C 2.474 1.596 0.422  0.029
Si 1.800 -0.133 0.227  0.527
C 2.412 -1.292 1.620  0.037
C 1.352 -2.353 1.946  0.034
C 2.724 -0.487 2.892  0.007
C 3.714 -2.003 1.215  0.021
C 2.079 -0.776 -1.565  0.100
C 1.281 0.086 -2.552  0.012
C 1.628 -2.228 -1.741  0.019
C 3.568 -0.630 -1.927  0.024
H 3.567 1.589 0.465  0.017
H 2.094 2.014 1.355  -0.005
H 2.154 2.242 -0.395  -0.004
H 0.453 -1.894 2.360  -0.020
H 1.745 -3.049 2.694  0.002
H 1.060 -2.935 1.068  0.002
H 1.863 0.065 3.260  0.001
H 3.540 0.219 2.725  -0.001
H 3.048 -1.181 3.675  0.001
H 3.592 -2.676 0.368  0.000
H 4.058 -2.605 2.063  0.003
H 4.510 -1.293 0.980  -0.005
H 0.210 -0.101 -2.462  -0.034
H 1.577 -0.170 -3.576  0.000
H 1.451 1.155 -2.407  0.013
H 0.564 -2.340 -1.520  0.001
H 2.181 -2.924 -1.109  0.001
H 1.783 -2.536 -2.780  0.001
H 3.897 0.409 -1.860  -0.001
H 3.717 -0.954 -2.964  0.007
H 4.222 -1.234 -1.301  -0.002